Entry 1:
Here is a 7-piece molecular cluster, C33H54ClN2O23 overall at a distorted geometry from OMol25. Energies are from the ωB97M-V functional and the def2-TZVPD basis.

Last column: Mulliken charge in e.
CARTESIAN COORDINATES (ANGSTROEM)
C: -1.01280 5.13890 2.87053  -1.384
C: -1.99731 4.60143 1.82448  -0.114
C: -3.08096 3.70794 2.46821  -0.883
C: -2.45558 2.37597 2.93509  -0.803
N: -2.99577 1.19517 2.29632  -0.256
N: -2.17254 0.66960 1.25416  0.697
C: -2.68489 1.16547 -0.03592  -0.920
C: -1.62730 1.89234 -0.90392  -1.074
C: -2.03193 -0.78975 1.29102  0.986
C: -1.20319 -1.17428 0.04517  -1.597
O: -0.59833 -2.46156 0.14011  -0.461
C: 0.76464 -2.28129 0.37622  -0.303
O: 1.30188 -3.49288 0.83424  -0.466
C: 2.64321 -3.26854 1.23614  0.207
C: 2.79674 -2.85981 2.71455  0.117
O: 3.38973 -1.54597 2.78025  -0.647
C: -3.40762 -1.56100 1.13819  0.519
O: -3.31180 -2.79263 0.87774  -0.755
O: -4.47278 -0.89494 1.25477  -0.680
C: -1.36399 -1.33334 2.57379  -0.738
Cl: -0.29091 -0.08573 3.37524  -0.239
C: -2.32583 -1.94400 3.60106  -0.698
C: -1.62166 -2.23155 4.94343  -1.444
H: -0.06907 5.33218 2.36422  0.378
H: -0.79077 4.39124 3.62637  0.301
H: -1.38178 6.04417 3.34532  0.378
H: -1.40682 3.95728 1.17556  0.033
H: -2.42691 5.40973 1.23544  0.417
H: -3.41774 4.27048 3.34014  0.419
H: -3.90859 3.55373 1.78488  0.425
H: -2.65285 2.27919 4.00629  0.256
H: -1.36916 2.38139 2.85163  0.441
H: -3.34209 0.50176 2.93318  0.260
H: -3.42483 1.91649 0.20514  0.629
H: -3.22129 0.41978 -0.62060  0.488
H: -1.70850 1.46509 -1.90549  0.320
H: -0.61396 1.67302 -0.58022  0.385
H: -1.78766 2.96201 -0.93471  0.091
H: -1.82252 -1.18468 -0.84490  0.418
H: -0.44719 -0.40605 -0.13442  0.569
H: 1.26715 -1.92597 -0.53529  0.307
H: 0.85979 -1.55186 1.19422  0.268
H: 3.24324 -4.14874 1.02260  -0.164
H: 3.07440 -2.46831 0.63116  0.454
H: 3.45220 -3.50800 3.27400  -0.027
H: 1.81395 -2.76096 3.17391  0.008
H: 2.73523 -0.91696 2.46396  0.354
H: -0.67176 -2.13392 2.35207  0.644
H: -3.19618 -1.31767 3.77427  0.412
H: -2.62820 -2.91153 3.22384  0.491
H: -2.18745 -3.02050 5.43728  0.425
H: -1.52172 -1.35175 5.56523  0.341
H: -0.64292 -2.66053 4.73564  0.248
C: -4.09434 4.13885 -4.64796  -0.453
C: -4.26003 4.53685 -3.19941  -0.287
O: -2.91829 4.46042 -2.70467  -0.257
C: -2.07886 4.60178 -3.75230  0.666
O: -0.90413 4.75532 -3.65941  -0.557
O: -2.75387 4.55686 -4.92813  -0.348
H: -4.79933 4.63715 -5.30866  0.323
H: -4.16474 3.05997 -4.79728  0.324
H: -4.61874 5.56069 -3.08551  0.216
H: -4.91175 3.86629 -2.64490  0.384
C: -1.57555 9.36988 -3.38026  -0.447
C: -1.67100 7.93681 -3.84239  -0.038
O: -3.08389 7.74665 -3.99105  -0.109
C: -3.64745 8.96451 -4.18657  0.514
O: -4.77583 9.13815 -4.51076  -0.547
O: -2.74664 9.95489 -3.96869  -0.371
H: -0.67543 9.86997 -3.72768  0.339
H: -1.63873 9.46639 -2.29515  0.279
H: -1.19051 7.77660 -4.80892  0.037
H: -1.25738 7.23469 -3.12400  0.328
C: 5.53368 -7.63564 2.53918  -0.362
C: 5.54192 -6.25422 1.92872  -0.082
O: 4.35020 -5.67050 2.46151  -0.201
C: 4.04978 -6.31709 3.61246  0.621
O: 3.21982 -5.96594 4.38546  -0.491
O: 4.82800 -7.41941 3.76709  -0.339
H: 6.53075 -8.02490 2.72658  0.329
H: 4.97774 -8.35697 1.93746  0.264
H: 6.40180 -5.66155 2.24531  0.239
H: 5.50374 -6.27216 0.84230  0.041
C: 3.90788 -5.88275 -3.62071  -0.348
C: 3.76779 -5.64689 -2.13387  -0.263
O: 5.02864 -6.11732 -1.63341  -0.243
C: 5.93431 -6.04923 -2.64170  0.594
O: 7.10175 -6.20823 -2.50510  -0.527
O: 5.32319 -5.77679 -3.81801  -0.349
H: 3.37965 -5.14592 -4.21943  0.306
H: 3.58589 -6.88206 -3.91893  0.250
H: 3.66105 -4.59072 -1.88282  0.202
H: 2.94468 -6.19967 -1.68922  0.353
C: 2.83214 -8.58070 6.23075  0.001
C: 1.32436 -8.55377 6.14445  -0.243
O: 0.96629 -9.84331 6.66082  -0.347
C: 1.97721 -10.27434 7.45352  0.594
O: 1.91977 -11.22812 8.15887  -0.532
O: 3.06088 -9.47171 7.33235  -0.364
H: 3.26124 -7.60358 6.42513  0.214
H: 3.29620 -9.00017 5.33766  0.128
H: 0.88197 -7.78363 6.77785  0.265
H: 0.95837 -8.42847 5.12945  0.272
C: -0.77794 7.61768 -9.32874  -0.361
C: -0.93925 8.00236 -7.87608  -0.193
O: 0.39851 7.92134 -7.38103  -0.271
C: 1.24407 8.07475 -8.43317  0.583
O: 2.41488 8.22438 -8.34032  -0.522
O: 0.56082 8.03696 -9.60695  -0.323
H: -1.48422 8.12096 -9.98401  0.304
H: -0.85167 6.54027 -9.48652  0.269
H: -1.29944 9.02632 -7.75377  0.231
H: -1.59698 7.32839 -7.33106  0.271

Forces on the atoms, in the same order (eV/Å):
C -0.02 -0.07 -0.59
C 0.05 -0.69 0.43
C 1.14 0.70 -0.07
C -0.45 -0.40 0.61
N 0.10 0.44 0.02
N -0.33 0.12 -0.02
C 0.24 0.78 -0.09
C -0.18 -1.11 -0.16
C -0.38 -0.31 -0.30
C 0.04 -0.09 -0.13
O 0.64 0.18 -0.16
C -0.80 -0.12 0.76
O 0.26 -0.23 -0.43
C 0.16 -0.18 0.25
C -0.24 1.55 -0.76
O 0.39 -0.25 0.19
C -1.62 -0.87 -0.46
O 0.33 1.10 0.28
O 1.19 -0.29 0.07
C -0.42 0.03 0.45
Cl 0.16 -0.03 -0.18
C 0.92 0.32 0.97
C -0.37 -0.48 -0.71
H 0.16 0.39 0.14
H -0.11 -0.07 0.17
H 0.03 0.10 0.16
H -0.10 0.05 -0.43
H 0.00 0.10 -0.08
H -0.46 -0.08 0.06
H -0.17 -0.21 0.04
H -0.03 -0.07 0.09
H 0.13 0.15 -0.23
H -0.06 -0.23 -0.22
H -0.31 -0.09 0.20
H 0.04 -0.27 0.11
H 0.10 0.37 -0.29
H 0.09 0.15 0.22
H 0.08 0.15 -0.05
H -0.28 -0.11 0.01
H 0.20 0.00 0.13
H 0.24 -0.02 -0.02
H 0.36 0.35 -0.22
H -0.27 -0.31 -0.02
H 0.12 0.17 -0.01
H -0.04 -0.20 0.12
H -0.15 -0.61 0.12
H -0.12 0.08 0.09
H 0.01 -0.06 -0.30
H -0.22 -0.06 -0.14
H -0.35 0.09 -0.49
H -0.09 0.17 0.38
H 0.08 0.04 0.19
H 0.25 0.10 0.14
C -0.21 -0.07 -0.10
C -0.33 0.01 0.16
O -0.04 0.11 -0.25
C -0.04 -0.07 0.09
O 0.13 0.11 -0.05
O 0.00 -0.04 0.09
H 0.16 0.11 -0.07
H 0.04 0.00 0.04
H 0.06 0.02 -0.05
H 0.19 -0.07 0.11
C 0.07 0.07 0.07
C 0.42 -0.22 0.10
O 0.03 0.21 0.04
C 0.05 0.02 0.02
O -0.12 0.01 -0.05
O -0.01 -0.15 0.01
H -0.12 0.12 -0.13
H -0.07 -0.02 -0.01
H 0.00 0.00 0.01
H -0.17 -0.13 -0.04
C 0.09 -0.14 -0.11
C 0.28 0.03 -0.41
O 0.10 -0.36 0.28
C 0.03 0.08 -0.07
O -0.09 -0.07 0.11
O -0.05 0.10 -0.09
H -0.04 0.01 0.21
H -0.04 0.04 0.00
H -0.04 0.00 0.07
H -0.13 0.10 0.01
C -0.18 0.00 -0.10
C -0.24 0.09 0.09
O -0.07 0.00 -0.10
C -0.01 0.03 -0.04
O 0.12 -0.04 0.04
O -0.06 -0.02 0.14
H 0.17 0.06 -0.06
H 0.03 -0.01 0.03
H 0.03 0.00 -0.01
H 0.13 -0.08 0.12
C 0.12 0.19 -0.07
C -0.07 0.18 -0.11
O 0.13 0.04 0.03
C 0.00 0.04 -0.02
O 0.00 -0.11 0.07
O -0.16 -0.03 -0.06
H 0.07 -0.06 0.13
H -0.02 -0.02 0.01
H 0.02 -0.02 0.03
H -0.08 -0.17 0.01
C -0.14 -0.08 -0.11
C -0.33 0.02 0.13
O -0.03 0.01 -0.18
C -0.01 0.00 0.00
O 0.12 0.03 0.00
O -0.05 -0.02 0.15
H 0.15 0.10 -0.08
H 0.04 0.00 0.04
H 0.03 0.01 -0.03
H 0.17 -0.06 0.11

Calculated values
Net charge = -1
Frontier orbital gap = 5.88 eV
LUMO level = 1.505 eV
Calculated total energy = -3590.10134 Ha
HOMO = -4.38 eV

=====

Entry 2:
Here is a 10-piece molecular cluster, C33H54ClO19 overall at a distorted geometry from OMol25. Energies are from the ωB97M-V functional and the def2-TZVPD basis.

Last column: Mulliken charge in e.
CARTESIAN COORDINATES (ANGSTROEM)
Cl: -0.24582 -0.55700 -0.21895  0.660
O: -0.50321 -0.83228 -1.60470  -0.558
O: 0.99235 -1.07733 0.25389  -0.211
O: -0.22533 0.86603 -0.04337  -0.323
O: -1.28470 -1.04927 0.54620  -0.445
O: 1.90245 5.66451 0.98231  -0.656
C: 2.19391 4.55890 0.55002  0.093
O: 2.38030 4.37607 -0.75238  -0.369
C: 2.97009 3.11303 -1.01289  -0.187
C: 3.13949 2.39183 0.37744  0.036
C: 2.27805 3.28140 1.27756  0.754
H: 3.90262 3.41277 -1.49104  0.312
H: 2.36288 2.50327 -1.68192  0.118
H: 4.11637 2.47934 0.85299  0.427
H: 2.89132 1.33679 0.26159  -0.379
H: 2.73019 3.45289 2.25442  0.362
H: 1.28781 2.82883 1.32965  -0.480
O: 6.58356 -1.36065 4.05778  -0.627
C: 5.64130 -1.53859 3.33886  0.443
O: 4.87581 -0.55064 2.87094  -0.414
C: 3.79783 -1.00105 2.03298  0.857
C: 3.60815 -2.39308 2.52770  -0.238
C: 5.05528 -2.83021 2.88123  -0.524
H: 4.13613 -0.97502 0.99714  -0.074
H: 2.93415 -0.34535 2.14347  -0.466
H: 3.10712 -2.95394 1.73871  0.253
H: 2.85878 -2.38403 3.31920  0.165
H: 5.66738 -3.04762 2.00591  0.271
H: 5.19196 -3.62622 3.61320  0.322
O: 2.69556 2.55776 4.70869  -0.658
C: 1.90271 1.62984 4.57226  0.537
O: 0.92710 1.64833 3.64264  -0.262
C: 0.16618 0.41687 3.59999  0.483
C: 0.33888 -0.17208 4.97706  -0.486
C: 1.72963 0.36735 5.37804  -0.442
H: 0.47710 -0.15560 2.72609  -0.526
H: -0.88678 0.62411 3.40912  0.308
H: 0.24149 -1.25633 4.92225  0.296
H: -0.36644 0.16850 5.73511  0.311
H: 2.56780 -0.29351 5.15707  0.085
H: 1.81547 0.65560 6.42573  0.382
O: -2.22381 -5.49040 -0.15406  -0.616
C: -1.65562 -4.84002 0.68816  0.423
O: -2.22265 -4.46560 1.85663  -0.397
C: -1.28462 -3.78412 2.62539  -0.176
C: 0.09884 -4.25564 2.14258  0.352
C: -0.22977 -4.46708 0.67984  0.158
H: -1.46538 -3.92509 3.69102  0.387
H: -1.40529 -2.70687 2.51109  -0.043
H: 0.48364 -5.15396 2.62534  0.418
H: 0.85148 -3.48223 2.29581  -0.560
H: 0.32289 -5.26003 0.17596  0.444
H: -0.13135 -3.52963 0.13248  -0.414
O: 2.18822 -2.81662 -4.82069  -0.658
C: 2.99981 -2.06396 -4.21304  0.498
O: 4.29505 -2.19846 -4.35588  -0.371
C: 5.07366 -1.18500 -3.63499  -0.537
C: 4.11735 -0.82316 -2.52260  -0.191
C: 2.69937 -0.96891 -3.20906  0.206
H: 5.26730 -0.27073 -4.19599  0.261
H: 5.97642 -1.68132 -3.27891  0.350
H: 4.30205 0.13426 -2.03544  0.347
H: 4.29046 -1.56052 -1.73874  0.041
H: 2.42835 -0.00935 -3.64940  0.238
H: 1.95457 -1.33280 -2.50127  -0.222
O: -1.65751 4.58993 -3.56060  -0.569
C: -1.68393 4.73886 -2.34564  0.391
O: -1.66286 6.04422 -1.77031  -0.429
C: -1.24810 5.90937 -0.42881  -0.433
C: -1.44358 4.44734 -0.00597  -0.343
C: -1.35066 3.67932 -1.30370  1.409
H: -1.55891 6.70715 0.24577  0.383
H: -0.17409 6.09514 -0.43873  0.174
H: -2.39762 4.22854 0.47365  0.295
H: -0.68459 4.16239 0.72262  0.017
H: -2.06709 2.85855 -1.33776  -0.475
H: -0.34408 3.31958 -1.51697  -0.479
C: -4.57152 1.08041 0.35183  0.239
C: -5.92922 0.96644 1.06413  0.551
O: -6.38741 1.99432 1.55203  -0.612
C: -6.60125 -0.37853 1.17429  -1.003
H: -4.12810 2.07573 0.32313  -0.019
H: -4.65578 0.79536 -0.69686  -0.001
H: -3.85668 0.42056 0.84346  0.007
H: -7.64938 -0.19789 1.41281  0.340
H: -6.12547 -0.96262 1.96206  0.250
H: -6.38122 -0.86494 0.22398  0.241
C: -3.86740 -3.04624 -1.10354  -0.827
C: -4.36322 -2.30419 -2.33294  0.745
O: -5.07594 -1.30711 -2.24439  -0.581
C: -3.89233 -2.76402 -3.73575  -1.170
H: -3.67735 -2.39648 -0.24927  0.165
H: -2.89785 -3.48687 -1.33577  0.191
H: -4.50947 -3.89424 -0.86535  0.481
H: -3.03075 -3.43089 -3.70323  0.317
H: -3.66196 -1.99632 -4.47445  0.278
H: -4.74968 -3.29288 -4.15213  0.368
C: -3.18992 1.29647 -3.45260  -0.300
C: -2.30306 1.05937 -4.67076  0.406
O: -2.73953 0.88932 -5.83412  -0.664
C: -0.81424 1.25883 -4.34133  -0.770
H: -2.77850 0.63372 -2.69129  -0.195
H: -4.26180 1.12487 -3.55128  0.448
H: -3.15258 2.32787 -3.10200  0.366
H: -0.27767 1.53254 -5.24977  0.437
H: -0.44323 0.29263 -3.99941  0.105
H: -0.44019 1.99688 -3.63177  0.176

Forces on the atoms, in the same order (eV/Å):
Cl 0.49 2.91 -1.92
O 0.66 -0.67 -0.32
O 1.59 -1.12 0.00
O 0.47 1.16 -0.01
O -3.06 -2.24 2.44
O 0.44 -1.44 -0.37
C -1.36 2.43 0.71
O -0.29 0.18 -0.63
C 1.08 -0.49 0.57
C 0.35 0.87 -0.47
C 0.13 -1.23 0.26
H 0.20 -0.71 -0.15
H -0.17 0.25 -0.04
H 0.49 -0.22 -0.81
H -0.35 0.15 0.38
H -0.46 -0.24 0.08
H -0.21 0.35 0.41
O 0.13 0.13 -0.24
C -0.25 -0.06 0.96
O 0.23 1.89 -0.08
C 0.68 0.23 0.20
C -0.66 -1.25 -0.93
C -0.78 -0.07 -0.05
H -0.04 0.07 -0.11
H 0.17 0.01 0.08
H 0.30 -0.40 -0.06
H 0.54 -0.18 0.63
H -0.33 -0.46 -0.36
H -0.12 0.14 -0.10
O -1.48 -2.05 -0.27
C 0.53 1.57 0.02
O -0.13 0.34 -0.66
C -0.75 0.80 -0.02
C 1.09 -0.53 0.35
C 0.25 -0.20 0.50
H 0.44 -0.32 0.29
H 0.10 0.51 -0.08
H 0.28 -0.06 0.21
H -0.31 0.22 -0.44
H 0.00 -0.13 -0.07
H -0.01 -0.22 0.02
O -0.11 0.54 0.65
C -0.67 -1.40 -0.64
O -1.08 -0.52 -0.64
C 1.20 0.93 1.54
C 0.03 0.71 0.13
C 0.99 0.03 -0.28
H -0.12 -0.61 -0.03
H 0.11 0.13 -0.53
H -0.39 -0.15 0.08
H -0.08 0.07 -0.06
H 0.07 0.22 -0.03
H 0.12 0.03 -0.15
O 2.79 2.66 2.13
C -3.90 -1.89 -1.78
O 2.25 0.19 -0.77
C -1.12 -0.23 0.42
C -0.67 -0.21 0.56
C 1.48 -0.33 1.16
H 0.21 -0.47 -0.75
H -0.01 0.21 -0.30
H -0.05 0.18 -0.35
H -0.57 -0.19 0.13
H -0.31 -0.25 -0.20
H -0.21 0.36 -0.20
O -0.81 0.42 2.43
C 1.75 1.21 -2.11
O -1.16 -2.08 -1.13
C 1.77 -0.17 0.80
C -0.10 0.14 0.79
C -0.73 0.64 0.00
H -1.05 -0.21 -0.26
H 0.34 -0.17 -0.03
H -0.18 0.34 -0.04
H 0.05 0.03 -0.06
H 0.34 -0.06 -0.16
H -0.09 -0.09 -0.09
C -0.26 -0.46 -0.15
C 0.96 2.24 0.47
O -0.22 -1.21 -0.28
C 0.52 0.69 -0.31
H -0.49 0.16 0.52
H -0.06 -0.50 0.01
H 0.11 -0.24 -0.18
H 0.05 -0.33 -0.22
H 0.03 0.01 0.07
H -0.52 -0.39 -0.01
C 0.66 -0.16 -0.73
C 0.12 1.77 -0.47
O 0.53 -1.23 0.08
C -0.25 -0.42 0.55
H -0.56 0.14 -0.07
H -0.08 -0.06 -0.13
H -0.16 0.12 0.15
H -0.16 -0.13 0.17
H -0.17 0.52 0.53
H 0.00 -0.31 -0.09
C -0.27 -0.57 -0.18
C -1.20 1.91 -1.84
O 1.45 -0.02 3.27
C 0.43 -0.63 -1.19
H -0.14 0.11 0.42
H 0.15 -0.53 -0.50
H 0.68 0.06 -0.21
H -0.15 -0.35 -0.30
H 0.12 -0.15 0.04
H -1.10 0.06 0.43

Calculated values
Net charge = -1
Frontier orbital gap = 9.05 eV
LUMO level = 1.787 eV
Calculated total energy = -3179.45034 Ha
HOMO = -7.26 eV